{"formula": "C44H45BrN6O5S3SiTa", "method": "wB97M-V/def2-TZVPD", "homo_ev": -5.290, "energy_ev": -177524.408, "charge": -1, "relative_energy_kj_mol": 286.2, "orbital_gap_ev": 6.53, "lumo_ha": 0.0455, "symbols": ["Ta", "O", "C", "N", "C", "C", "C", "C", "C", "C", "N", "C", "O", "C", "C", "C", "C", "C", "N", "C", "C", "C", "C", "C", "N", "H", "H", "H", "H", "H", "H", "H", "H", "H", "H", "H", "H", "S", "C", "C", "C", "C", "N", "C", "C", "C", "S", "C", "N", "H", "H", "C", "C", "C", "C", "O", "Si", "S", "O", "C", "C", "C", "C", "O", "C", "C", "C", "C", "H", "H", "H", "H", "H", "H", "H", "H", "H", "H", "H", "H", "H", "H", "H", "H", "H", "H", "H", "H", "H", "H", "H", "H", "H", "H", "H", "Br", "C", "C", "C", "C", "C", "C", "H", "H", "H", "H"], "coordinates": [[0.4287, 1.3110, 1.3473], [-0.2646, 1.5590, 5.9541], [-0.2575, 1.2008, 4.7758], [0.3661, 1.7758, 3.7457], [1.1216, 2.9231, 3.9549], [0.8395, 3.9346, 4.8680], [1.6642, 5.0445, 4.9365], [2.7586, 5.1706, 4.0951], [3.0450, 4.1763, 3.1767], [2.2395, 3.0483, 3.1102], [2.4190, 2.0225, 2.1787], [3.6650, 1.5674, 1.9890], [4.6596, 1.8444, 2.6545], [3.7929, 0.6234, 0.8339], [4.8961, -0.2218, 0.7445], [5.0053, -1.0425, -0.3606], [4.0298, -0.9632, -1.3428], [2.9591, -0.1045, -1.1568], [2.8367, 0.6668, -0.0876], [-0.9982, -0.0537, 4.4129], [-1.5085, -0.8458, 5.4413], [-2.1985, -1.9958, 5.1167], [-2.3688, -2.3074, 3.7760], [-1.8320, -1.4542, 2.8279], [-1.1558, -0.3607, 3.1339], [-0.0212, 3.8497, 5.5136], [1.4401, 5.8276, 5.6477], [3.3824, 6.0528, 4.1407], [3.8696, 4.2733, 2.4873], [5.6221, -0.2107, 1.5431], [5.8357, -1.7270, -0.4608], [4.1005, -1.5712, -2.2305], [2.1519, -0.0347, -1.8758], [-1.3358, -0.5286, 6.4585], [-2.5978, -2.6407, 5.8866], [-2.9021, -3.1951, 3.4772], [-1.9195, -1.6510, 1.7706], [0.6547, 3.9874, 0.8020], [1.4602, 3.8745, -0.7203], [2.4103, 4.8202, -1.0858], [3.0431, 4.7572, -2.3229], [4.0148, 5.7197, -2.6600], [4.8056, 6.5152, -2.9083], [2.7039, 3.7268, -3.2251], [1.7489, 2.7785, -2.8619], [1.1330, 2.8344, -1.6204], [-0.0596, 1.6557, -1.1718], [3.3195, 3.6385, -4.4863], [3.8035, 3.5347, -5.5234], [2.6497, 5.6115, -0.3912], [1.4848, 1.9968, -3.5603], [0.0271, -4.1578, -3.8708], [1.0884, -3.4015, -3.0635], [1.5239, -2.1770, -3.8672], [2.2781, -4.3255, -2.7822], [0.5818, -3.0160, -1.7941], [-0.5492, -1.9868, -1.2370], [0.3709, -1.1676, 0.5183], [-1.9301, -2.7667, -0.8468], [-2.2493, -4.0035, -0.2391], [-3.6109, -3.8110, 0.4392], [-2.3821, -5.0816, -1.3205], [-1.1728, -4.4159, 0.7600], [-0.9652, -0.9145, -2.3695], [-2.1577, -0.4993, -3.0212], [-2.7499, -1.6622, -3.8195], [-1.7543, 0.6377, -3.9619], [-3.1825, -0.0136, -2.0008], [0.3215, -4.2148, -4.9168], [-0.9156, -3.6275, -3.7978], [-0.1070, -5.1723, -3.5034], [1.9414, -2.4810, -4.8244], [2.2730, -1.6156, -3.3210], [0.6645, -1.5345, -4.0304], [2.7480, -4.6465, -3.7092], [1.9380, -5.2035, -2.2377], [3.0083, -3.8095, -2.1666], [-4.3691, -3.6205, -0.3175], [-3.5783, -2.9573, 1.1090], [-3.8845, -4.6996, 1.0024], [-3.0777, -4.7611, -2.0931], [-2.7491, -6.0038, -0.8769], [-1.4169, -5.2657, -1.7772], [-1.0733, -3.6703, 1.5417], [-0.2206, -4.4809, 0.2412], [-1.4120, -5.3785, 1.2045], [-2.0711, -1.9683, -4.6097], [-3.6884, -1.3558, -4.2688], [-2.9320, -2.5007, -3.1560], [-0.9728, 0.2982, -4.6375], [-1.3676, 1.4651, -3.3750], [-2.6087, 0.9767, -4.5404], [-3.3672, -0.8081, -1.2821], [-4.1148, 0.2418, -2.4984], [-2.8040, 0.8651, -1.4850], [-6.0659, 3.2187, 3.0101], [-4.2928, 2.7466, 2.4859], [-4.0954, 1.6108, 1.7259], [-2.8033, 1.2794, 1.3478], [-1.7023, 2.0466, 1.7151], [-1.9555, 3.1871, 2.4728], [-3.2340, 3.5472, 2.8651], [-4.9350, 0.9944, 1.4385], [-2.6545, 0.3880, 0.7554], [-1.1365, 3.8245, 2.7767], [-3.3962, 4.4337, 3.4605]], "lowdin_charge": [1.518, 0.034, -0.471, 0.002, -0.267, -0.025, -0.094, -0.094, -0.049, -0.326, -0.072, -0.472, 0.059, -0.193, 0.009, -0.047, -0.049, -0.174, 0.044, -0.174, 0.008, -0.053, -0.051, -0.191, 0.057, 0.106, 0.094, 0.095, 0.116, 0.117, 0.107, 0.091, 0.077, 0.115, 0.105, 0.096, 0.041, 0.745, -0.665, -0.047, -0.192, -0.195, 0.162, -0.195, -0.054, -0.658, 0.648, -0.201, 0.158, 0.117, 0.116, -0.018, -0.616, -0.010, -0.018, -0.144, -0.094, 0.381, -0.147, -0.633, -0.016, -0.018, -0.029, -0.188, -0.632, -0.024, -0.034, -0.025, 0.090, 0.059, 0.075, 0.093, 0.053, 0.074, 0.087, 0.084, 0.073, 0.087, 0.064, 0.087, 0.085, 0.087, 0.063, 0.051, 0.078, 0.092, 0.079, 0.087, 0.067, 0.082, 0.029, 0.088, 0.075, 0.092, 0.055, 0.681, -0.692, -0.134, -0.156, -0.333, -0.158, -0.123, 0.096, 0.066, 0.054, 0.100]}


{"formula": "C33H27AsCrN3O7S2", "method": "wB97M-V/def2-TZVPD", "homo_ev": [-2.693, -5.770], "energy_ev": -164396.746, "charge": -1, "relative_energy_kj_mol": 0.0, "spin_multiplicity": 5, "orbital_gap_ev": [4.94, 7.95], "lumo_ha": [0.0826, 0.0801], "symbols": ["Cr", "C", "C", "C", "C", "C", "C", "N", "C", "C", "C", "C", "C", "N", "C", "C", "C", "C", "C", "C", "N", "H", "H", "H", "H", "H", "H", "H", "H", "H", "H", "H", "H", "H", "H", "H", "O", "As", "O", "O", "C", "C", "C", "C", "C", "C", "S", "O", "O", "O", "H", "H", "H", "H", "H", "C", "C", "O", "S", "C", "C", "C", "C", "C", "C", "C", "C", "H", "H", "H", "H", "H", "H", "H"], "coordinates": [[0.8330, -0.3052, -0.2459], [-1.4118, -2.5343, 1.0948], [-0.1536, -2.3793, 1.8953], [0.0066, -3.1346, 3.0399], [1.1631, -2.9724, 3.8229], [2.0770, -2.0264, 3.4715], [1.8655, -1.2455, 2.3128], [0.7727, -1.4827, 1.4953], [2.7336, -0.2037, 1.9201], [3.9264, 0.1950, 2.5749], [4.7193, 1.1491, 2.0124], [4.3688, 1.7396, 0.7708], [3.1910, 1.3384, 0.1887], [2.3888, 0.4376, 0.7612], [2.6903, 1.8253, -1.1196], [3.3529, 2.8005, -1.8439], [2.8196, 3.2127, -3.0508], [1.6324, 2.6585, -3.4797], [0.9993, 1.6863, -2.7088], [-0.2934, 1.0996, -3.1686], [1.5425, 1.2663, -1.5568], [-2.1398, -3.1024, 1.6734], [-1.2310, -3.0563, 0.1577], [-1.8216, -1.5579, 0.8380], [-0.7609, -3.8441, 3.3144], [1.3173, -3.5819, 4.7050], [2.9645, -1.8686, 4.0665], [4.2162, -0.2713, 3.5052], [5.6372, 1.4447, 2.5044], [5.0198, 2.4587, 0.2996], [4.2689, 3.2272, -1.4657], [3.3214, 3.9673, -3.6433], [1.1752, 2.9645, -4.4103], [-0.7705, 1.7749, -3.8791], [-0.9559, 0.9186, -2.3245], [-0.1042, 0.1383, -3.6566], [-1.5976, -3.2833, -2.5789], [0.0003, -2.4908, -2.4328], [0.5217, -2.0202, -3.8994], [-0.4452, -1.2681, -1.3443], [0.9104, -4.0258, -1.6482], [0.2196, -5.2388, -1.6584], [0.8209, -6.4000, -1.1995], [2.1236, -6.3702, -0.7243], [2.8177, -5.1741, -0.7055], [2.2171, -4.0098, -1.1666], [3.2006, -2.5262, -1.0706], [4.1408, -2.5650, -2.1571], [3.7529, -2.4971, 0.2617], [2.1540, -1.4822, -1.2841], [-2.2470, -2.5726, -2.6249], [-0.7956, -5.2656, -2.0249], [0.2656, -7.3296, -1.2123], [2.5950, -7.2749, -0.3611], [3.8265, -5.1194, -0.3174], [-6.5939, 4.9665, -0.3910], [-6.4222, 5.9746, 0.7147], [-6.5555, 7.1564, 0.5691], [-6.0405, 5.2997, 2.3651], [-4.6890, 4.2282, 1.9277], [-3.4578, 4.7749, 1.5792], [-2.4091, 3.9495, 1.2129], [-2.5593, 2.5577, 1.1993], [-3.7975, 2.0214, 1.5726], [-4.8500, 2.8462, 1.9282], [-1.4848, 1.7037, 0.8045], [-0.5829, 0.9647, 0.4566], [-6.9053, 5.4797, -1.2978], [-7.3291, 4.2192, -0.0946], [-5.6533, 4.4436, -0.5661], [-3.3297, 5.8502, 1.5903], [-1.4534, 4.3726, 0.9336], [-3.9214, 0.9466, 1.5700], [-5.8073, 2.4216, 2.2031]], "mulliken_spin": [3.128, -0.014, -0.033, 0.163, 0.024, 0.067, 0.119, 0.028, 0.193, 0.018, 0.067, 0.140, -0.022, 0.118, 0.020, 0.000, 0.011, -0.008, 0.002, 0.003, -0.075, 0.001, 0.003, 0.001, 0.013, 0.005, 0.021, 0.019, 0.008, 0.010, -0.003, 0.001, 0.000, 0.000, -0.002, 0.001, -0.002, 0.002, 0.003, 0.013, -0.003, 0.001, 0.000, 0.000, 0.000, 0.003, 0.023, -0.003, 0.008, 0.003, 0.000, 0.000, 0.000, 0.000, 0.000, 0.000, 0.001, 0.000, 0.000, 0.012, -0.006, 0.013, -0.033, 0.017, -0.005, 0.089, -0.163, 0.000, 0.000, 0.000, 0.000, 0.000, -0.001, 0.000]}


{"formula": "C35H58BBrN8O3PdSi", "method": "wB97M-V/def2-TZVPD", "homo_ev": [-8.448, -8.531], "energy_ev": -137375.258, "charge": 0, "relative_energy_kj_mol": 74.1, "spin_multiplicity": 5, "orbital_gap_ev": [9.06, 7.05], "lumo_ha": [0.0225, -0.0546], "symbols": ["Pd", "C", "C", "C", "C", "C", "N", "N", "B", "N", "N", "C", "C", "C", "C", "C", "N", "N", "C", "C", "C", "C", "C", "H", "H", "H", "H", "H", "H", "H", "H", "H", "H", "H", "H", "H", "H", "H", "H", "H", "H", "H", "H", "H", "H", "O", "N", "O", "O", "C", "C", "C", "C", "C", "C", "C", "C", "N", "H", "H", "H", "H", "H", "H", "H", "H", "H", "C", "C", "C", "C", "Si", "Br", "C", "C", "C", "C", "C", "C", "C", "C", "H", "H", "H", "H", "H", "H", "H", "H", "H", "H", "H", "H", "H", "H", "H", "H", "H", "H", "H", "H", "H", "H", "H", "H", "H", "H", "H"], "coordinates": [[-2.0937, 0.2327, -0.0819], [-4.3687, -1.3882, 2.5599], [-4.7073, -1.4895, 1.1113], [-5.7389, -2.2295, 0.5254], [-5.6150, -2.0184, -0.8332], [-6.4439, -2.5615, -1.9463], [-4.5691, -1.1939, -1.0301], [-4.0207, -0.8635, 0.1651], [-3.9338, -0.7617, -2.3695], [-2.5101, -1.4090, -2.4456], [-1.7797, -1.5611, -1.3079], [-0.7987, -2.4165, -1.5702], [0.1376, -2.8827, -0.5139], [-0.8864, -2.8326, -2.9014], [-1.9834, -2.1705, -3.4198], [-2.5491, -2.2314, -4.7964], [-3.9118, 0.7675, -2.4612], [-3.6169, 1.4914, -1.3502], [-3.7463, 2.7754, -1.6670], [-3.5486, 3.8617, -0.6632], [-4.1300, 2.8901, -3.0088], [-4.2228, 1.5933, -3.4770], [-4.5890, 1.1112, -4.8388], [-5.1687, -1.8232, 3.1572], [-4.2424, -0.3536, 2.8731], [-3.4486, -1.9250, 2.7936], [-6.4800, -2.8266, 1.0262], [-7.2623, -3.1488, -1.5336], [-5.8579, -3.2055, -2.6022], [-6.8660, -1.7642, -2.5569], [-4.5823, -1.2005, -3.2715], [-0.2071, -2.5413, 0.4587], [1.1503, -2.5086, -0.6674], [0.1735, -3.9727, -0.5037], [-0.2520, -3.5340, -3.4132], [-2.0060, -2.9710, -5.3819], [-2.4589, -1.2682, -5.2981], [-3.6036, -2.5021, -4.7869], [-3.3245, 3.4403, 0.3125], [-4.4499, 4.4707, -0.5845], [-2.7195, 4.5113, -0.9438], [-4.3373, 3.7911, -3.5578], [-5.0318, 1.9274, -5.4069], [-5.3027, 0.2903, -4.7984], [-3.7109, 0.7632, -5.3841], [-0.1365, 3.3610, -1.4543], [-0.6592, 2.3504, -1.0379], [-0.7913, 1.3119, -1.7304], [-1.1178, 2.2900, 0.1567], [-2.3947, 2.1715, 3.0087], [-1.7495, 1.0786, 3.7962], [-1.6239, 1.1415, 5.1680], [-0.9656, 0.1401, 5.8773], [-0.4034, -0.9487, 5.2195], [-0.4969, -1.0861, 3.8501], [0.0881, -2.2554, 3.1323], [-1.1980, -0.0739, 3.1237], [-1.3656, -0.1812, 1.8240], [-2.7839, 2.9414, 3.6745], [-3.2210, 1.8000, 2.3968], [-1.6785, 2.6274, 2.3250], [-2.0312, 1.9959, 5.6946], [-0.8821, 0.2146, 6.9532], [0.1249, -1.7034, 5.7890], [0.8116, -2.7665, 3.7665], [0.5900, -1.9467, 2.2160], [-0.6873, -2.9760, 2.8600], [5.8725, -0.2170, 2.2081], [4.4266, -0.5283, 1.7991], [3.5258, -0.2058, 3.0070], [4.3171, -2.0432, 1.5721], [3.8954, 0.4339, 0.2175], [1.6554, 0.1897, 0.1231], [4.1967, 2.3258, 0.3357], [3.2548, 3.1306, -0.5749], [5.6426, 2.6920, -0.0291], [3.9311, 2.8290, 1.7634], [4.5161, -0.3525, -1.4266], [4.3006, 0.6161, -2.6016], [3.7577, -1.6345, -1.8104], [6.0136, -0.6874, -1.3586], [6.1230, -0.8061, 3.0956], [6.0115, 0.8324, 2.4701], [6.5971, -0.4711, 1.4350], [3.7522, -0.9174, 3.8067], [2.4674, -0.2949, 2.7715], [3.6966, 0.7904, 3.4071], [4.5527, -2.5537, 2.5102], [5.0154, -2.4122, 0.8224], [3.3088, -2.3399, 1.2780], [3.3279, 2.8725, -1.6280], [3.5119, 4.1892, -0.4784], [2.2127, 3.0216, -0.2811], [5.8661, 2.5071, -1.0809], [6.3842, 2.1632, 0.5708], [5.7877, 3.7623, 0.1446], [2.9391, 2.5478, 2.1202], [3.9802, 3.9212, 1.7603], [4.6736, 2.4762, 2.4797], [3.2560, 0.9134, -2.7004], [4.5888, 0.1078, -3.5264], [4.9106, 1.5166, -2.5255], [2.7038, -1.4308, -1.9947], [3.8267, -2.4287, -1.0722], [4.1860, -2.0164, -2.7413], [6.6288, 0.1718, -1.0918], [6.3447, -1.0297, -2.3436], [6.2275, -1.4898, -0.6515]], "mulliken_spin": [1.446, -0.003, -0.018, 0.007, -0.005, 0.001, -0.031, 0.174, 0.015, -0.040, 0.159, 0.017, -0.027, 0.006, -0.003, 0.000, -0.019, 0.089, 0.012, -0.005, 0.007, 0.006, -0.001, -0.001, -0.001, -0.001, 0.001, 0.000, 0.000, 0.000, 0.000, 0.004, 0.003, -0.002, 0.000, 0.000, 0.000, 0.000, 0.001, 0.000, 0.000, 0.000, 0.000, 0.000, 0.001, 0.006, -0.001, 0.068, 0.068, 0.057, 0.119, -0.125, 0.218, -0.132, 0.258, 0.098, 0.053, 1.492, 0.005, 0.006, -0.003, 0.002, 0.008, 0.004, 0.004, -0.011, 0.013, 0.000, 0.002, -0.004, 0.001, -0.006, 0.004, 0.000, 0.001, 0.000, 0.001, 0.000, 0.000, 0.000, 0.000, 0.000, 0.000, 0.000, -0.001, 0.005, 0.001, 0.000, 0.000, -0.001, 0.000, 0.000, 0.000, 0.000, 0.000, 0.000, 0.000, 0.000, 0.000, 0.000, 0.000, 0.000, 0.000, 0.000, 0.000, 0.000, 0.000, 0.000]}


{"formula": "C9H23FN10O6P", "method": "wB97M-V/def2-TZVPD", "homo_ev": -11.749, "energy_ev": -48893.518, "charge": 1, "orbital_gap_ev": 6.98, "lumo_ha": -0.1754, "symbols": ["N", "P", "O", "O", "C", "C", "C", "C", "N", "C", "F", "H", "H", "H", "H", "H", "H", "H", "C", "O", "N", "N", "H", "H", "H", "H", "C", "O", "N", "N", "H", "H", "H", "H", "C", "O", "N", "N", "H", "H", "H", "H", "C", "O", "N", "N", "H", "H", "H", "H"], "coordinates": [[7.9906, 0.0145, 2.5208], [7.4519, -0.0969, 1.0315], [7.9057, 1.2965, 0.1088], [8.0986, -1.4749, 0.2560], [5.5622, -0.1980, 0.8849], [4.8001, -1.5276, 0.6200], [3.2418, -1.4911, 0.4731], [2.5349, -0.0939, 0.5877], [3.2947, 1.1144, 0.8603], [4.7322, 1.1324, 1.0048], [5.3827, 2.3737, 1.2567], [8.4995, 0.9276, 2.5401], [7.3860, 1.2809, -0.7395], [7.5392, -1.6905, -0.5396], [5.3518, -2.5213, 0.5085], [2.5980, -2.4164, 0.2577], [1.3805, -0.0041, 0.4523], [2.7738, 2.0061, 0.9509], [-1.3802, 0.9541, 0.0821], [-0.2820, 0.8798, -0.4730], [-2.0932, -0.1381, 0.4390], [-1.9665, 2.1327, 0.3806], [-2.9913, -0.0978, 0.8928], [-1.6891, -1.0379, 0.2324], [-1.4675, 2.9713, 0.1291], [-2.8618, 2.2147, 0.8323], [0.8711, -1.1181, -3.4252], [1.8877, -1.2074, -2.7437], [-0.1507, -0.2909, -3.1041], [0.6846, -1.8403, -4.5564], [-0.9915, -0.2022, -3.6458], [-0.0444, 0.2630, -2.2659], [1.4241, -2.4680, -4.8279], [-0.1389, -1.7821, -5.1275], [-5.1381, 1.8735, -1.6177], [-4.7437, 3.0246, -1.5062], [-4.3709, 0.8043, -1.2892], [-6.3745, 1.5652, -2.0786], [-4.6738, -0.1492, -1.3721], [-3.4484, 0.9944, -0.9441], [-6.9742, 2.3336, -2.3330], [-6.7168, 0.6268, -2.1773], [-5.2455, -0.8374, 3.0125], [-4.9704, -0.1755, 2.0183], [-6.5180, -1.1408, 3.3560], [-4.3000, -1.3222, 3.8534], [-6.7652, -1.6810, 4.1653], [-7.2501, -0.7975, 2.7550], [-3.3395, -1.1171, 3.6318], [-4.5054, -1.8659, 4.6721]], "nbo_charge": [-1.243, 2.111, -0.931, -0.921, -0.481, -0.087, -0.201, 0.101, -0.518, 0.674, -0.270, 0.401, 0.493, 0.490, 0.275, 0.289, 0.321, 0.471, 0.776, -0.752, -0.855, -0.822, 0.437, 0.407, 0.418, 0.422, 0.776, -0.714, -0.855, -0.840, 0.389, 0.432, 0.408, 0.393, 0.771, -0.672, -0.852, -0.842, 0.390, 0.398, 0.413, 0.388, 0.779, -0.709, -0.832, -0.838, 0.396, 0.415, 0.402, 0.397]}